{
  "formula": "C3H5ClN2",
  "method": "ωB97M-V/def2-TZVPD",
  "elements": ["C", "C", "C", "H", "H", "H", "H", "H", "N", "N", "Cl"],
  "positions_angstrom": [[-0.27, 0.28, 0.50], [0.28, -0.09, -0.86], [0.37, -1.39, -1.14], [-0.54, 1.93, 1.69], [0.43, 2.22, 0.35], [-1.13, -0.35, 2.08], [0.69, 0.66, -1.47], [-0.01, -2.17, -0.49], [-0.27, 1.62, 0.76], [-0.74, -0.66, 1.19], [1.18, -2.07, -2.61]],
  "de_lowest_kcal_mol": 1.8,
  "lumo_ev": 0.8,
  "homo_energy_ev": -9.32,
  "smiles": "[H]/N=C(N)/C=C/Cl",
  "max_force_ev_per_a": 2.03
}